DFT (the ωB97M-V functional and the def2-TZVPD basis) results for a molecular structure, C34H34AuN2O4Se2Te2.

As for the total charge: -1. As for the spin multiplicity: 3. The calculation puts the total energy at -195952.3083 eV. The value obtained for the HOMO-LUMO gap (alpha / beta) is 5.826 / 5.339 eV.

Each line ends with the Löwdin spin population.
Atoms and positions in Å:
Au: 0.462 0.027 0.057  0.4346
C: -3.940 -4.312 -0.763  0.0000
C: -3.970 -2.972 -1.490  0.0000
C: -5.109 -2.922 -2.479  0.0000
O: -2.716 -2.765 -2.137  -0.0005
C: -1.930 -1.815 -1.391  -0.0004
C: -2.786 -1.650 -0.112  0.0005
O: -4.113 -1.895 -0.593  0.0003
C: -2.590 -0.481 0.872  0.0089
O: -1.249 -0.559 1.223  0.1435
C: -3.026 0.921 0.407  -0.0001
C: -2.258 2.013 0.802  -0.0017
C: -2.642 3.311 0.490  -0.0001
C: -3.826 3.542 -0.203  -0.0002
C: -4.604 2.460 -0.589  -0.0001
C: -4.204 1.161 -0.298  -0.0002
C: -3.415 -0.790 2.159  0.0066
C: -4.801 -0.970 2.151  0.0011
C: -5.493 -1.229 3.328  0.0004
C: -4.817 -1.307 4.540  -0.0002
C: -3.443 -1.121 4.557  0.0000
C: -2.750 -0.867 3.377  0.0014
C: -1.481 -0.639 -2.311  0.0090
O: -0.807 0.350 -1.593  0.1687
C: -2.675 0.017 -3.035  0.0095
C: -2.974 1.353 -2.788  0.0014
C: -3.995 1.998 -3.480  0.0001
C: -4.743 1.317 -4.428  -0.0002
C: -4.455 -0.019 -4.684  0.0006
C: -3.429 -0.657 -3.999  0.0016
C: -0.473 -1.205 -3.374  -0.0009
C: 0.611 -1.984 -2.963  0.0008
C: 1.613 -2.364 -3.844  0.0013
C: 1.568 -1.973 -5.177  -0.0004
C: 0.505 -1.194 -5.605  -0.0001
C: -0.495 -0.816 -4.715  -0.0005
H: -3.898 -5.120 -1.499  0.0000
H: -4.839 -4.422 -0.152  0.0000
H: -3.061 -4.394 -0.123  0.0000
H: -4.923 -3.623 -3.296  0.0000
H: -5.210 -1.915 -2.882  0.0000
H: -6.036 -3.201 -1.972  0.0000
H: -1.015 -2.307 -1.075  -0.0007
H: -2.496 -2.498 0.512  0.0000
H: -1.343 1.835 1.354  -0.0010
H: -2.013 4.141 0.791  0.0000
H: -4.130 4.553 -0.446  0.0000
H: -5.521 2.623 -1.145  0.0000
H: -4.808 0.332 -0.644  0.0000
H: -5.350 -0.910 1.221  0.0000
H: -6.569 -1.367 3.296  0.0001
H: -5.358 -1.508 5.458  0.0000
H: -2.898 -1.177 5.493  0.0000
H: -1.678 -0.732 3.389  0.0046
H: -2.403 1.875 -2.033  0.0005
H: -4.209 3.039 -3.264  0.0000
H: -5.544 1.816 -4.962  0.0000
H: -5.027 -0.568 -5.424  0.0001
H: -3.186 -1.686 -4.232  0.0000
H: 0.715 -2.290 -1.930  0.0019
H: 2.441 -2.956 -3.473  0.0015
H: 2.355 -2.261 -5.864  0.0000
H: 0.449 -0.870 -6.637  0.0000
H: -1.297 -0.196 -5.085  0.0000
Se: 1.261 -0.104 2.564  0.5728
Te: 2.369 -2.234 2.458  0.4184
Te: 3.241 -2.327 -0.200  0.1212
Se: 2.784 0.028 -0.812  0.0953
C: 0.181 2.972 -3.763  0.0002
N: 1.558 2.898 -3.262  0.0000
C: 2.393 1.865 -3.882  0.0002
C: 1.708 3.137 -1.951  -0.0002
N: 1.866 3.411 -0.834  -0.0001
H: 0.210 3.183 -4.831  0.0000
H: -0.346 3.777 -3.254  0.0000
H: -0.350 2.041 -3.585  0.0002
H: 2.314 1.977 -4.963  0.0000
H: 2.071 0.858 -3.608  0.0002
H: 3.429 2.000 -3.583  0.0001


DFT (the ωB97M-V functional and the def2-TZVPD basis) results for 6 unconnected molecules or ions with the total composition C2H16O6 at a distorted geometry.

Its structure (SMILES) is CCO.O.O.O.O.O. As for the total charge: 0. The value obtained for the energy above the lowest of the compared OMol25 structures with the same formula, charge and spin is 1.281 eV. The calculation puts the total energy at -14617.9049 eV. The value obtained for the HOMO-LUMO gap is 10.724 eV.

Each line ends with the Mulliken charge.
Atoms and positions in Å:
O: 10.990 -17.659 -0.721  -0.6191
H: 11.257 -16.780 -0.992  0.3179
H: 11.388 -18.241 -1.369  0.3087
O: 6.293 -14.732 1.350  -0.6256
H: 6.507 -13.900 0.926  0.3169
H: 5.509 -14.544 1.865  0.3180
O: 7.296 -18.608 0.938  -0.6248
H: 6.901 -17.738 0.895  0.3127
H: 8.071 -18.548 0.379  0.3089
O: 7.239 -21.355 3.841  -0.6457
H: 7.099 -20.819 3.061  0.3244
H: 6.460 -21.206 4.378  0.3107
O: 9.836 -15.844 3.123  -0.6385
H: 10.186 -16.480 2.499  0.3194
H: 9.113 -15.424 2.658  0.3159
C: -0.246 -18.993 0.289  -0.9185
C: 0.828 -19.231 1.370  -0.2757
O: 0.385 -18.738 2.656  -0.5252
H: 0.182 -19.340 -0.652  0.2960
H: -0.700 -18.002 0.320  0.2926
H: -1.069 -19.671 0.513  0.2859
H: 1.817 -18.787 1.260  0.2976
H: 1.037 -20.298 1.456  0.2510
H: -0.348 -19.317 2.877  0.2963


DFT (the ωB97M-V functional and the def2-TZVPD basis) results for a molecular structure, C3H9B2O8PZr at a distorted geometry.

As for the total charge: +4. The value obtained for the energy above the lowest of the compared OMol25 structures with the same formula, charge and spin is 0.000 eV. The calculation puts the total energy at -31503.8930 eV. The value obtained for the HOMO-LUMO gap is 2.945 eV.

Each line ends with the Mulliken charge.
Atoms and positions in Å:
O: -1.891 3.272 -0.004  -0.0515
C: -1.345 2.872 -0.943  0.4501
O: -1.262 3.641 -2.012  -0.2472
C: -0.730 1.338 -0.981  -0.4126
C: -0.254 0.890 0.429  -0.6756
B: -0.138 -0.717 0.703  0.0112
O: 0.714 -1.337 1.637  -0.4499
B: 2.102 -1.004 1.469  0.6685
O: 2.745 -0.417 2.477  -0.2871
O: 2.933 -1.303 0.279  -0.5827
P: -1.333 -1.975 -0.298  0.9616
O: -1.152 -3.323 0.269  -0.4253
O: -0.957 -1.880 -1.883  -0.3261
O: -2.835 -1.438 -0.053  -0.3363
H: -0.558 3.314 -2.615  0.4108
H: -1.546 0.731 -1.424  0.4046
H: 0.155 1.381 -1.648  0.5485
H: -1.012 1.246 1.175  0.4076
H: 0.683 1.447 0.653  0.5868
H: 2.108 0.121 2.995  0.3712
H: 3.868 -1.432 0.644  0.5007
H: -0.061 -1.501 -1.962  0.3920
H: -2.833 -0.656 0.536  0.3932
Zr: 2.599 -3.270 0.557  1.6874


DFT (the ωB97M-V functional and the def2-TZVPD basis) results for 7 unconnected molecules or ions with the total composition C6H25O7 at a distorted geometry.

As for the total charge: -1. The value obtained for the energy above the lowest of the compared OMol25 structures with the same formula, charge and spin is 2.769 eV. The calculation puts the total energy at -20959.3759 eV. The value obtained for the HOMO-LUMO gap is 9.715 eV.

Each line ends with the Mulliken charge.
Atoms and positions in Å:
O: -0.187 0.010 0.017  -0.0066
H: -0.437 0.800 -0.486  0.0440
C: -2.746 1.366 1.853  -0.6636
O: -2.605 1.100 0.476  -0.5923
H: -2.174 2.226 2.205  0.2279
H: -3.795 1.617 2.028  0.3260
H: -2.587 0.491 2.485  0.2219
H: -1.724 0.702 0.353  0.2787
C: 2.179 -1.829 -1.167  -0.5429
O: 2.371 -0.625 -0.440  -0.5949
H: 1.388 -1.676 -1.903  0.1726
H: 3.110 -2.110 -1.659  0.2980
H: 1.830 -2.656 -0.546  0.1481
H: 1.487 -0.354 -0.127  0.3134
C: -1.985 -2.170 -1.935  -0.6879
O: -0.939 -2.338 -0.996  -0.5687
H: -2.850 -1.678 -1.485  0.2307
H: -1.624 -1.601 -2.794  0.2518
H: -2.380 -3.133 -2.263  0.2925
H: -0.735 -1.516 -0.517  0.2980
C: 1.222 1.372 -2.750  -0.4878
O: -0.067 0.754 -2.655  -0.6001
H: 1.557 1.885 -1.849  0.1165
H: 1.899 0.559 -3.022  0.2302
H: 1.244 2.017 -3.628  0.3005
H: -0.127 0.325 -1.786  0.2728
C: 0.653 3.046 1.322  -0.5930
O: 1.057 1.767 1.779  -0.5670
H: 1.025 3.705 2.106  0.2724
H: 1.187 3.225 0.385  0.1959
H: -0.412 3.089 1.088  0.1876
H: 0.677 1.102 1.183  0.3633
C: 1.028 -1.701 2.634  -0.4259
O: -0.339 -1.328 2.506  -0.5949
H: 1.386 -2.317 1.804  0.0429
H: 1.652 -0.809 2.699  0.2115
H: 1.168 -2.422 3.441  0.3127
H: -0.407 -0.896 1.644  0.3157


For the records above, the corresponding molecular weight values read 1144.74, 136.14, 316.92, 209.26 g/mol.